[1]
Below is 16 unconnected molecules or ions with the total composition C46H134N22O16, with properties calculated with the ωB97M-V functional and the def2-TZVPD basis.

Computed properties:
* charge: 0
* HOMO: -8.237 eV
* LUMO level: 0.486 eV
* energy above the lowest of the compared OMol25 structures with the same formula, charge and spin: 15.8 kcal per mole
* maximum force: 3.3 eV/Å
* calculated total energy: -4241.5079 a.u.
* frontier orbital gap: 8.72 eV

Each line ends with the Löwdin charge.
CARTESIAN COORDINATES (ANGSTROEM)
C 1.2009 0.0922 1.4958  -0.076
C 0.2466 -0.6778 0.6183  -0.402
C -0.2237 0.2524 -0.4765  -0.197
O 0.9323 0.7827 -1.0507  -0.191
C 0.5996 1.5951 -2.1094  -0.123
N 1.1586 -1.6953 0.1251  0.075
H 0.8736 1.0808 1.8712  0.076
H 2.0892 0.2400 0.8881  0.038
H 1.5158 -0.6187 2.2699  0.057
H -0.6751 -1.0294 1.1451  0.130
H -0.8153 1.0271 -0.0038  0.125
H -0.8214 -0.4006 -1.0930  0.115
H 1.4382 2.2100 -2.4685  0.091
H -0.1374 2.3008 -1.8031  0.058
H 0.2556 1.0642 -2.9859  0.090
H 1.8733 -1.2166 -0.3970  0.027
H 0.6743 -2.2373 -0.5950  0.078
C 0.2134 5.3020 4.2166  -0.044
C -0.7274 4.2499 3.5537  -0.381
C -0.0461 3.6863 2.3050  -0.197
O 0.5957 4.7255 1.5400  -0.198
C 0.7793 4.3275 0.1674  -0.087
N -0.9477 3.0909 4.4658  0.051
H -0.3586 5.8004 4.9812  0.066
H 0.5387 6.0221 3.4760  0.067
H 1.0262 4.8378 4.7460  0.062
H -1.7065 4.6925 3.3249  0.118
H -0.7337 3.1598 1.6376  0.090
H 0.7837 2.9916 2.6221  0.122
H 1.2886 3.3377 0.0486  0.087
H 1.3739 5.0350 -0.3915  0.080
H -0.1354 4.2425 -0.3747  0.057
H -0.1443 2.5450 4.7572  0.051
H -1.5980 2.3757 4.1058  0.045
C -0.3477 -6.4823 2.2849  -0.038
C -0.6967 -5.5293 3.4198  -0.402
C 0.1371 -4.2766 3.3610  -0.248
O 1.4791 -4.6481 3.4776  -0.209
C 2.3600 -3.4735 3.3974  -0.054
N -2.0900 -4.9336 3.3892  0.027
H -0.3540 -5.8541 1.3866  0.066
H -1.0736 -7.2868 2.2457  0.076
H 0.6750 -6.8636 2.3829  0.075
H -0.6746 -6.0406 4.3986  0.138
H -0.1172 -3.5250 4.1337  0.137
H -0.0475 -3.8998 2.3442  0.125
H 2.0181 -2.7505 2.6471  0.064
H 3.3765 -3.8175 3.0999  0.086
H 2.5452 -3.0287 4.4016  0.088
H -2.1484 -4.1049 3.9699  0.056
H -2.7638 -5.6515 3.6406  0.069
C 1.8665 2.6894 -5.9103  -0.070
C 2.4696 1.2991 -5.9953  -0.426
C 2.2804 0.8453 -7.4935  -0.247
O 2.4596 -0.5012 -7.6987  -0.149
C 3.8093 -0.7641 -8.1585  -0.097
N 3.8679 1.0987 -5.7078  0.030
H 0.7830 2.6572 -6.0173  0.077
H 2.3879 3.3200 -6.6649  0.091
H 1.9970 3.2017 -4.9387  0.066
H 1.9499 0.5748 -5.3630  0.134
H 3.0116 1.4413 -8.0734  0.124
H 1.3038 1.1643 -7.8333  0.118
H 3.9899 -0.3093 -9.1109  0.073
H 3.8925 -1.8015 -8.4486  0.084
H 4.6023 -0.4275 -7.5661  0.046
H 4.0228 1.1307 -4.7040  0.047
H 4.5381 1.7760 -6.0655  0.086
C -4.4967 -6.5024 -1.7638  -0.052
C -3.5713 -5.7265 -2.8058  -0.400
C -2.1391 -5.5668 -2.1240  -0.172
O -1.0337 -5.1135 -2.9420  -0.203
C -1.2172 -3.7946 -3.3791  -0.124
N -3.4659 -6.5552 -3.9887  0.023
H -5.5003 -6.7147 -2.0910  0.063
H -4.6469 -5.9776 -0.8079  0.057
H -4.0884 -7.4914 -1.5217  0.075
H -3.9861 -4.7301 -2.9845  0.120
H -1.8553 -6.5731 -1.8696  0.115
H -2.3145 -4.8808 -1.2750  0.103
H -1.9448 -3.7052 -4.2165  0.092
H -0.2222 -3.4279 -3.7370  0.096
H -1.5632 -3.1224 -2.6058  0.061
H -3.0657 -7.4393 -3.6782  0.072
H -2.8365 -6.2547 -4.7422  0.080
C 1.4012 -5.0900 -1.1312  -0.068
C 2.6529 -4.7181 -0.3469  -0.438
C 2.7688 -5.7985 0.7155  -0.267
O 4.0305 -5.7025 1.2228  -0.179
C 4.1350 -6.6206 2.2937  -0.092
N 3.7124 -4.8090 -1.3058  0.062
H 1.3499 -4.3840 -2.0128  0.071
H 0.5294 -4.9257 -0.4780  0.069
H 1.4746 -6.1030 -1.5346  0.091
H 2.4928 -3.7626 0.1192  0.093
H 2.6797 -6.8245 0.3047  0.140
H 2.0259 -5.6536 1.4754  0.076
H 3.6122 -6.1983 3.1543  0.082
H 5.1941 -6.6172 2.5045  0.087
H 3.8184 -7.6214 2.0553  0.086
H 3.5127 -4.3006 -2.1403  0.037
H 4.6654 -4.6993 -0.9526  0.078
C -5.4142 -3.2323 0.8289  -0.091
C -4.2547 -3.0914 -0.0547  -0.386
C -4.4688 -1.9415 -1.1097  -0.223
O -3.2509 -1.6098 -1.6362  -0.206
C -3.4848 -0.8336 -2.8154  -0.073
N -3.1310 -2.7069 0.8925  0.053
H -5.4945 -2.4264 1.5511  0.078
H -5.3213 -4.1102 1.4053  0.061
H -6.3299 -3.4626 0.2746  0.092
H -3.9939 -4.0589 -0.4789  0.085
H -5.0163 -1.1299 -0.6473  0.115
H -5.1635 -2.3395 -1.8807  0.133
H -2.4684 -0.5657 -3.1552  0.094
H -4.0865 0.0275 -2.6323  0.048
H -3.9397 -1.4806 -3.5813  0.102
H -2.3346 -2.4237 0.3362  0.044
H -2.8238 -3.5659 1.3931  0.065
C -6.7872 2.4869 3.7044  -0.058
C -5.5062 3.2029 3.1001  -0.412
C -5.6964 3.0736 1.5815  -0.204
O -4.5685 3.5127 0.8419  -0.219
C -3.2682 3.2751 1.3502  -0.096
N -5.3706 4.6233 3.4270  0.045
H -6.7599 2.5216 4.7878  0.066
H -6.7799 1.4724 3.3960  0.048
H -7.7212 2.9769 3.3967  0.079
H -4.6335 2.6384 3.4679  0.126
H -6.5359 3.6950 1.2905  0.126
H -5.9220 2.0511 1.3847  0.105
H -3.2544 2.2826 1.8354  0.101
H -2.9935 4.1295 1.9444  0.071
H -2.6616 3.1489 0.4526  0.068
H -6.1970 5.1599 3.1528  0.080
H -5.1551 4.8132 4.4078  0.080
C 5.3661 6.2079 1.1836  -0.053
C 4.3328 5.3217 1.8468  -0.438
C 4.4659 3.9192 1.2922  -0.258
O 3.9499 3.7308 0.0188  -0.172
C 4.1209 2.3336 -0.3061  -0.067
N 4.4829 5.4044 3.2811  0.058
H 6.3426 5.6667 1.1842  0.095
H 5.5123 7.1115 1.7403  0.062
H 5.0599 6.4822 0.1724  0.084
H 3.3491 5.6366 1.5689  0.124
H 3.9530 3.2144 1.9662  0.106
H 5.5749 3.7101 1.3538  0.128
H 3.4603 1.7769 0.3649  0.070
H 5.1322 2.0602 -0.0441  0.071
H 3.8985 2.1745 -1.3739  0.085
H 3.5900 5.7721 3.6134  0.085
H 5.1639 6.0555 3.5940  0.060
C -3.2232 2.5177 -3.9461  -0.041
C -4.1131 3.3786 -3.0245  -0.354
C -5.0855 2.5131 -2.1578  -0.228
O -5.8059 1.7430 -3.0927  -0.224
C -7.0224 1.2489 -2.5742  -0.090
N -3.3021 4.3263 -2.1651  0.053
H -2.3427 2.9378 -4.4402  0.071
H -3.7375 1.8108 -4.5938  0.078
H -2.6723 1.8975 -3.2252  0.056
H -4.8923 3.9947 -3.5179  0.134
H -5.7876 3.1443 -1.6406  0.102
H -4.5322 1.8829 -1.3787  0.139
H -7.6116 2.0793 -2.1839  0.086
H -6.7698 0.5319 -1.7722  0.086
H -7.5324 0.7853 -3.4057  0.088
H -2.3841 3.9840 -1.9887  0.033
H -3.8065 4.6063 -1.3117  0.073
C 4.6574 1.3517 3.6482  -0.606
O 4.0426 0.3408 3.3165  -0.020
N 4.1090 2.2895 4.5250  0.158
N 5.9303 1.6014 3.1323  0.170
H 3.1124 2.1505 4.6552  0.080
H 4.2282 3.2659 4.3345  0.043
H 6.5538 2.2792 3.5715  0.111
H 6.2581 1.0074 2.3827  0.039
C 3.4030 -1.5360 -3.2672  -0.582
O 2.4866 -2.2566 -2.8494  -0.005
N 3.6757 -0.2939 -2.5307  0.146
N 4.0901 -1.8942 -4.3943  0.172
H 3.1526 -0.3028 -1.6611  0.046
H 4.6386 0.0080 -2.4129  0.075
H 4.8026 -1.3809 -4.9067  0.097
H 3.5562 -2.5788 -4.8919  0.104
C -2.3051 -0.2810 4.0607  -0.660
O -1.2851 -0.1118 3.3958  -0.010
N -3.3265 -1.0831 3.5893  0.151
N -2.4196 0.1627 5.3375  0.157
H -3.3182 -1.4131 2.6166  0.056
H -4.2028 -0.9125 4.0757  0.088
H -1.5337 0.3209 5.8681  0.066
H -3.1651 -0.2721 5.8383  0.085
C -0.3057 6.0987 -3.7379  -0.603
O -0.1782 4.8746 -3.7884  -0.017
N -1.6120 6.6937 -3.8370  0.131
N 0.8644 6.8489 -3.6690  0.135
H -2.3264 6.0246 -3.5005  0.067
H -1.7322 7.6339 -3.5040  0.072
H 1.6534 6.4072 -3.2218  0.095
H 0.8439 7.8588 -3.7156  0.088
C 1.1624 -0.1582 6.0071  -0.658
O 0.0509 0.0871 6.5296  -0.042
N 2.2114 -0.3965 6.8019  0.184
N 1.2510 -0.0347 4.6781  0.190
H 1.9313 -0.5397 7.7516  0.110
H 3.1113 -0.5602 6.4034  0.100
H 2.1685 -0.0030 4.2488  0.054
H 0.4095 0.2620 4.2043  0.050
C 5.7280 -0.7399 0.3707  -0.667
O 6.4834 0.0250 0.9494  0.008
N 6.1042 -1.5714 -0.6011  0.169
N 4.4160 -0.8956 0.7849  0.186
H 6.9457 -1.3769 -1.1226  0.115
H 5.3078 -2.0043 -1.1034  0.098
H 3.9170 -1.7549 0.5834  0.093
H 4.1026 -0.3285 1.5517  0.040

---

[2]
Below is a molecular structure, C46H30Cl5MgNO5S3, with properties calculated with the ωB97M-V functional and the def2-TZVPD basis.

Computed properties:
* charge: 0
* HOMO: -7.289 eV
* LUMO level: -0.489 eV
* maximum force: 0.8 eV/Å
* calculated total energy: -5897.5811 a.u.
* frontier orbital gap: 6.80 eV

Each line ends with the Löwdin charge.
CARTESIAN COORDINATES (ANGSTROEM)
Mg -1.1362 0.7137 2.5000  0.457
Cl 2.2958 0.4334 8.9738  0.657
C 1.5120 0.8166 7.4864  -0.723
C 1.3774 -0.1450 6.4933  -0.705
Cl 1.9979 -1.7366 6.7341  0.673
C 0.7464 0.1780 5.3017  -0.554
Cl 0.5899 -1.0064 4.0351  0.769
C 0.2135 1.4562 5.0305  -0.476
O -0.3701 1.7522 3.9264  -0.184
C 0.3710 2.4114 6.0645  -0.607
Cl -0.2572 3.9855 5.7710  0.718
C 1.0031 2.0989 7.2565  -0.700
Cl 1.1676 3.3029 8.4771  0.677
C 6.7493 0.4404 -0.2743  -0.045
C 5.2550 0.2785 -0.2373  -0.262
C 4.5065 0.8990 0.7615  -0.020
C 3.1293 0.7614 0.8175  -0.048
C 2.5006 -0.0096 -0.1470  -0.361
C 3.2179 -0.6549 -1.1421  -0.064
C 4.5938 -0.4989 -1.1852  -0.031
S 0.7458 -0.2509 -0.0982  1.085
O 0.3208 0.4692 1.1609  -0.532
C 0.1760 0.8749 -1.3441  -0.284
C 0.4799 2.2466 -1.1886  -0.036
C -0.1506 3.1594 -1.9685  -0.017
C -1.1631 2.7504 -2.8803  -0.165
C -1.9005 3.7025 -3.6222  -0.031
C -2.8992 3.3077 -4.4652  -0.065
C -3.2023 1.9383 -4.6084  -0.056
C -2.4941 0.9957 -3.9193  0.004
C -1.4557 1.3754 -3.0333  -0.100
C -0.7171 0.4095 -2.2693  -0.135
C -0.8482 -1.0264 -2.6792  -0.150
C -0.2684 -1.3635 -3.9530  -0.106
C 0.5989 -0.4776 -4.6438  -0.011
C 1.1497 -0.8280 -5.8434  -0.064
C 0.8551 -2.0760 -6.4305  -0.071
C 0.0267 -2.9496 -5.7889  -0.029
C -0.5450 -2.6216 -4.5360  -0.152
C -1.3950 -3.5346 -3.8579  -0.005
C -1.8699 -3.2376 -2.6218  -0.056
C -1.5584 -1.9932 -2.0211  -0.321
S -2.1138 -1.8210 -0.3191  0.990
O -3.4086 -2.5336 -0.2082  -0.472
C -0.8596 -2.9063 0.4142  -0.377
C 0.2876 -3.3896 -0.2031  -0.099
C 1.1828 -4.1603 0.5213  -0.028
C 0.9610 -4.4667 1.8616  -0.264
C 1.9647 -5.2663 2.6439  -0.042
C -0.2015 -3.9934 2.4597  -0.048
C -1.1030 -3.2203 1.7448  -0.090
H 7.0228 1.4918 -0.3738  0.085
H 7.1872 -0.1048 -1.1088  0.075
H 7.2015 0.0720 0.6475  0.086
H 5.0111 1.4951 1.5124  0.123
H 2.5437 1.2232 1.6021  0.118
H 2.7088 -1.2711 -1.8762  0.114
H 5.1641 -0.9952 -1.9606  0.115
H 1.2062 2.5503 -0.4449  0.123
H 0.0816 4.2135 -1.8784  0.124
H -1.6627 4.7523 -3.4993  0.116
H -3.4642 4.0436 -5.0221  0.107
H -4.0064 1.6329 -5.2646  0.108
H -2.7427 -0.0512 -4.0321  0.124
H 0.8381 0.4847 -4.2104  0.119
H 1.8177 -0.1421 -6.3478  0.106
H 1.2900 -2.3374 -7.3861  0.106
H -0.2047 -3.9140 -6.2246  0.115
H -1.6401 -4.4775 -4.3312  0.120
H -2.5002 -3.9229 -2.0684  0.120
H 0.5063 -3.1562 -1.2365  0.102
H 2.0769 -4.5303 0.0327  0.118
H 2.4109 -6.0484 2.0296  0.080
H 1.5059 -5.7320 3.5148  0.079
H 2.7728 -4.6236 2.9993  0.087
H -0.4058 -4.2256 3.4978  0.120
H -2.0150 -2.8866 2.2199  0.089
O -2.2369 1.6488 1.1998  -0.221
N -3.0675 2.6717 1.3184  -0.187
C -3.1023 3.5486 0.2896  -0.015
C -3.9446 4.6193 0.2911  -0.063
C -4.7855 4.7961 1.4019  -0.075
C -4.7354 3.9018 2.4323  -0.089
C -3.8565 2.7883 2.4263  -0.645
S -3.7754 1.6680 3.6920  0.742
H -2.4155 3.3064 -0.5059  0.114
H -3.9476 5.2969 -0.5497  0.101
H -5.4717 5.6316 1.4423  0.107
H -5.3686 4.0045 3.3011  0.102
O -3.3868 -1.3551 4.0173  0.096
C -2.6680 -0.6570 3.5060  -0.185